Below is C4H4Si as an isolated structure in a non-equilibrium geometry, with properties calculated with ωB97M-V with the def2-TZVPD basis set.

Calculated values
Gap between HOMO and LUMO ... 0.364 Eh
LUMO level ... -0.1 eV
Relative energy (zero: lowest compared OMol25 entry of this formula, charge and spin) ... 1.072 eV
Maximum force ... 4.9 eV/Å
Calculated total energy ... -12084.33030 eV
Net charge ... 0

Element x y z (Å)
C: -2.31 1.36 -1.16
C: 2.61 -1.72 -0.18
C: -1.35 0.98 -0.49
C: 1.74 -1.02 0.26
Si: -0.14 0.42 0.77
H: -3.25 1.41 -1.70
H: 3.45 -2.37 -0.35
H: -0.92 -0.56 1.31
H: 0.17 1.49 1.54

Mulliken population analysis, charges in e, atoms 1 to 5: 0.3409 0.1662 -0.6870 -0.8564 0.5354